(1)
Computed, not measured: a 6-piece molecular cluster, C28H73N5O10 overall, with ωB97M-V/def2-TZVPD.

```
! RIJCOSX wB97M-V def2-TZVPD def2/J DEFGRID3
* xyz 0 1
C 2.42 3.30 -1.92
O 3.75 2.74 -1.92
C 4.30 2.57 -0.57
C 5.81 2.11 -0.62
C 5.95 0.80 -1.37
N 6.39 1.74 0.66
H 2.37 4.36 -1.67
H 1.68 2.82 -1.28
H 2.24 3.19 -2.99
H 4.18 3.55 -0.11
H 3.74 1.89 0.06
H 6.41 2.88 -1.10
H 5.79 0.88 -2.44
H 5.16 0.15 -0.98
H 6.87 0.21 -1.26
H 5.82 1.01 1.06
H 7.30 1.35 0.48
C -6.07 -3.07 0.97
O -5.58 -3.00 2.25
C -5.87 -1.96 3.14
C -4.56 -1.15 3.18
C -4.72 -0.03 4.29
N -4.39 -0.35 1.90
H -7.10 -3.42 1.03
H -5.56 -4.00 0.68
H -5.72 -2.24 0.37
H -6.76 -1.37 2.93
H -6.07 -2.38 4.12
H -3.65 -1.72 3.34
H -3.83 0.59 4.37
H -4.93 -0.42 5.28
H -5.59 0.59 4.10
H -3.61 0.28 1.91
H -4.16 -1.06 1.23
C -2.50 4.47 3.36
O -1.38 5.30 3.23
C -0.41 5.20 4.20
C 0.65 4.10 3.84
N 1.45 4.33 2.61
C 2.93 4.63 2.75
C 3.75 3.35 3.21
O 3.29 2.86 4.44
C 4.05 3.17 5.62
H -2.85 4.40 4.39
H -2.19 3.51 2.93
H -3.28 4.89 2.73
H -0.84 4.83 5.13
H 0.09 6.15 4.41
H 0.33 3.07 3.71
H 1.36 4.05 4.67
H 1.19 5.19 2.14
H 2.93 5.44 3.47
H 3.19 4.98 1.76
H 4.80 3.60 3.35
H 3.61 2.59 2.44
H 4.23 4.24 5.76
H 4.98 2.60 5.58
H 3.41 2.95 6.47
C 1.87 -5.51 -5.55
O 1.49 -4.36 -4.85
C 2.01 -4.34 -3.54
C 2.29 -2.91 -3.14
N 1.90 -2.67 -1.79
C 2.32 -1.33 -1.31
C 2.20 -1.34 0.26
O 3.25 -2.21 0.73
C 2.90 -3.51 0.99
H 1.65 -5.36 -6.61
H 1.30 -6.40 -5.27
H 2.92 -5.71 -5.33
H 2.92 -4.90 -3.31
H 1.23 -4.84 -2.98
H 1.75 -2.25 -3.82
H 3.36 -2.69 -3.20
H 0.91 -2.85 -1.67
H 1.49 -0.71 -1.65
H 3.27 -0.97 -1.70
H 1.24 -1.74 0.58
H 2.26 -0.30 0.58
H 3.76 -3.99 1.45
H 2.52 -4.15 0.19
H 2.19 -3.62 1.81
C -1.80 -3.97 0.33
O -1.78 -3.43 -0.97
C -2.97 -3.48 -1.80
C -2.78 -2.96 -3.21
N -3.97 -2.90 -3.96
C -4.37 -1.64 -4.57
C -3.29 -0.84 -5.34
O -3.01 0.28 -4.53
C -1.92 1.02 -4.84
H -0.99 -3.75 1.03
H -1.81 -5.06 0.29
H -2.70 -3.71 0.87
H -3.85 -3.01 -1.36
H -3.21 -4.54 -1.88
H -2.13 -3.55 -3.86
H -2.38 -1.95 -3.13
H -4.65 -3.59 -3.67
H -4.69 -0.95 -3.78
H -5.22 -1.83 -5.22
H -3.65 -0.45 -6.29
H -2.39 -1.46 -5.44
H -2.12 1.52 -5.78
H -0.95 0.56 -5.01
H -1.73 1.73 -4.03
O -0.43 3.30 0.77
C -0.32 1.88 0.77
C -1.64 1.31 0.05
O -1.81 -0.15 0.19
H 0.14 3.65 1.46
H 0.41 1.49 0.05
H 0.04 1.61 1.76
H -1.66 1.55 -1.01
H -2.47 1.82 0.53
H -1.68 -0.61 -0.65
*
```

Calculated values
SMILES = COC[C@H](C)N.COC[C@H](C)N.COCCNCCOC.COCCNCCOC.COCCNCCOC.OCCO
relative energy (zero: lowest compared OMol25 entry of this formula, charge and spin) = 3.399 eV

Results of the Löwdin charge analysis, in e, for atoms 1 through 8:
1 C -0.09
2 O -0.20
3 C -0.16
4 C -0.41
5 C -0.08
6 N 0.02
7 H 0.08
8 H 0.06

(2)
Computed, not measured: a 11-piece molecular cluster, C28H75O20P3S5 overall, with ωB97M-V/def2-TZVPD.

```
! RIJCOSX wB97M-V def2-TZVPD def2/J DEFGRID3
* xyz 0 1
C 2.49 0.40 -2.81
O 3.83 0.20 -3.04
P 4.86 1.45 -3.12
O 6.15 1.13 -3.77
O 3.96 2.62 -3.75
C 3.45 2.56 -5.05
O 5.03 1.93 -1.57
C 5.63 1.03 -0.59
H 2.18 -0.26 -2.01
H 2.02 0.14 -3.76
H 2.30 1.43 -2.49
H 3.92 3.43 -5.50
H 2.38 2.78 -5.04
H 3.76 1.72 -5.67
H 5.00 0.94 0.29
H 6.54 1.53 -0.28
H 5.95 0.06 -0.97
C -0.42 1.41 7.02
O -1.53 0.81 6.36
P -1.48 -0.79 5.97
O -2.74 -1.33 5.47
O -1.00 -1.44 7.40
C -1.94 -1.50 8.44
O -0.21 -1.03 4.99
C -0.27 -0.43 3.72
H 0.53 0.90 6.84
H -0.50 1.50 8.10
H -0.24 2.40 6.60
H -2.57 -2.38 8.31
H -2.57 -0.61 8.44
H -1.50 -1.76 9.41
H 0.31 0.49 3.67
H -1.24 -0.17 3.30
H 0.17 -1.07 2.95
C -3.67 -2.96 -1.07
O -2.58 -3.25 -0.23
P -2.89 -3.80 1.27
O -3.25 -5.25 1.26
O -4.04 -2.82 1.70
C -3.74 -1.44 1.94
O -1.55 -3.52 2.21
C -1.29 -4.21 3.41
H -4.67 -3.18 -0.71
H -3.64 -3.49 -2.03
H -3.61 -1.90 -1.31
H -4.30 -1.07 2.80
H -4.10 -0.84 1.10
H -2.70 -1.26 2.18
H -1.54 -3.49 4.19
H -0.22 -4.43 3.41
H -1.87 -5.12 3.55
C -0.94 -0.17 -5.66
C -1.18 -1.57 -5.02
O -2.23 -1.76 -4.36
C -0.15 -2.68 -5.27
H -1.60 0.56 -5.20
H -1.05 -0.09 -6.74
H 0.08 0.20 -5.51
H 0.04 -2.70 -6.34
H -0.43 -3.66 -4.89
H 0.72 -2.36 -4.69
C -1.02 0.34 -1.60
C -0.65 -0.29 -0.29
O -0.64 0.40 0.69
C 0.01 -1.65 -0.33
H -0.19 0.29 -2.31
H -1.29 1.35 -1.33
H -1.85 -0.21 -2.04
H -0.45 -2.30 -1.07
H 0.03 -2.11 0.65
H 1.06 -1.46 -0.54
C 0.74 -5.47 0.16
C 0.29 -6.18 -1.11
O 0.97 -7.13 -1.50
C -1.03 -5.68 -1.80
H 1.47 -4.69 -0.06
H 1.25 -6.22 0.76
H -0.16 -5.11 0.66
H -1.13 -4.60 -1.78
H -1.95 -6.13 -1.42
H -1.08 -5.96 -2.85
C 0.04 3.56 3.12
S -1.65 2.89 3.01
O -2.48 3.92 3.81
C -1.92 3.35 1.26
H 0.16 4.05 4.08
H 0.31 4.16 2.25
H 0.73 2.71 3.06
H -2.84 2.91 0.88
H -1.10 2.89 0.70
H -1.90 4.44 1.16
C -4.16 0.72 -3.37
S -5.01 1.43 -1.87
O -4.44 0.74 -0.61
C -4.07 3.03 -1.86
H -3.21 1.25 -3.46
H -4.70 0.95 -4.29
H -4.14 -0.36 -3.23
H -3.10 2.84 -1.42
H -4.61 3.78 -1.28
H -3.92 3.47 -2.85
C 2.64 -2.72 2.47
S 3.27 -1.86 0.99
O 2.68 -0.42 1.01
C 5.00 -1.77 1.66
H 3.24 -3.56 2.83
H 1.61 -3.06 2.34
H 2.68 -2.00 3.29
H 5.48 -2.72 1.89
H 4.92 -1.13 2.54
H 5.62 -1.16 1.00
C 0.39 4.63 -5.09
S -0.69 3.50 -4.07
O 0.13 2.26 -3.73
C -0.67 4.51 -2.46
H 1.16 5.10 -4.47
H -0.19 5.51 -5.34
H 0.78 4.19 -6.01
H -1.21 5.41 -2.75
H 0.40 4.62 -2.30
H -1.13 3.99 -1.61
C 1.84 2.65 -0.01
S 2.69 4.31 -0.01
O 1.53 5.30 0.31
C 3.57 3.94 1.58
H 2.52 1.86 0.30
H 1.12 2.38 -0.78
H 1.23 2.72 0.89
H 4.14 3.02 1.56
H 2.85 3.93 2.40
H 4.18 4.83 1.78
*
```

Results of the Löwdin charge analysis, in e, for atoms 1 through 8:
1 C -0.14
2 O -0.21
3 P 0.45
4 O -0.23
5 O -0.23
6 C -0.10
7 O -0.23
8 C -0.09

(3)
Computed, not measured: C28H76N4O20Pb as an isolated structure, with ωB97M-V/def2-TZVPD.

```
! RIJCOSX wB97M-V def2-TZVPD def2/J DEFGRID3
* xyz 0 1
Pb 15.34 -8.27 18.75
O 14.44 -5.54 21.94
C 14.33 -6.45 20.97
O 13.57 -7.41 21.08
O 15.07 -6.09 19.99
H 13.73 -5.76 22.55
O 17.57 -11.47 16.48
C 16.84 -10.80 17.39
O 16.41 -11.29 18.45
O 16.55 -9.62 17.00
H 17.76 -12.35 16.92
C 10.30 -9.09 25.20
C 11.20 -8.73 24.03
C 12.62 -9.25 24.09
O 13.16 -8.79 25.30
C 14.49 -9.14 25.52
N 10.67 -9.20 22.78
H 9.34 -8.52 25.05
H 10.79 -8.87 26.19
H 10.01 -10.15 25.24
H 11.28 -7.61 23.99
H 13.34 -8.94 23.29
H 12.61 -10.33 24.09
H 15.11 -8.90 24.58
H 14.57 -10.21 25.89
H 14.88 -8.44 26.32
H 11.45 -9.10 22.20
H 10.02 -8.51 22.37
C 17.15 -7.65 22.29
C 17.62 -8.97 21.63
C 16.67 -10.12 21.78
O 15.44 -9.80 21.22
C 14.49 -10.80 21.14
N 17.80 -8.77 20.17
H 17.60 -6.77 21.78
H 17.34 -7.54 23.38
H 16.07 -7.57 22.14
H 18.49 -9.36 22.16
H 16.48 -10.33 22.81
H 17.14 -11.07 21.35
H 14.31 -11.23 22.11
H 14.77 -11.54 20.33
H 13.54 -10.43 20.65
H 18.23 -9.62 19.73
H 18.52 -8.07 20.07
C 13.90 -13.45 16.19
C 13.29 -12.11 16.40
C 11.89 -11.98 15.89
O 11.84 -12.16 14.49
C 10.54 -12.02 13.96
N 13.31 -11.64 17.80
H 14.96 -13.37 15.95
H 13.45 -13.82 15.26
H 13.59 -14.16 16.98
H 13.90 -11.37 15.80
H 11.51 -10.96 16.15
H 11.25 -12.79 16.29
H 9.81 -12.52 14.64
H 10.60 -12.60 13.03
H 10.34 -10.94 13.74
H 12.74 -12.09 18.55
H 14.27 -11.62 18.10
C 14.19 -6.78 13.46
C 14.55 -5.33 13.77
C 13.33 -4.41 13.68
O 12.43 -4.68 12.64
C 12.60 -3.80 11.50
N 15.10 -5.31 15.14
H 15.12 -7.42 13.45
H 13.80 -6.90 12.46
H 13.61 -7.19 14.25
H 15.22 -5.05 13.00
H 13.58 -3.32 13.61
H 12.86 -4.50 14.65
H 12.02 -4.29 10.70
H 13.69 -3.68 11.26
H 12.12 -2.86 11.79
H 16.00 -5.74 15.19
H 15.22 -4.38 15.53
C 18.74 -14.51 18.50
C 18.78 -13.42 19.54
O 17.49 -13.25 20.14
O 17.78 -14.16 17.51
H 18.41 -15.44 18.92
H 19.73 -14.52 18.03
H 19.09 -12.53 19.06
H 19.37 -13.67 20.44
H 16.97 -12.77 19.50
H 16.89 -14.19 17.88
C 17.39 -3.23 18.63
C 17.11 -3.52 20.08
O 15.82 -3.01 20.37
O 16.46 -3.93 17.77
H 18.39 -3.53 18.30
H 17.29 -2.17 18.41
H 17.83 -2.94 20.74
H 17.07 -4.59 20.30
H 15.38 -3.67 20.88
H 15.58 -3.75 18.13
C 12.75 -6.94 17.12
C 11.97 -8.21 17.27
O 12.67 -9.04 18.21
O 14.12 -7.24 16.77
H 12.84 -6.47 18.07
H 12.36 -6.30 16.38
H 11.80 -8.76 16.37
H 10.97 -7.92 17.70
H 12.63 -9.98 17.95
H 14.45 -6.51 16.25
C 8.87 -10.96 20.59
C 10.06 -10.87 19.66
O 10.94 -11.99 19.81
O 9.46 -11.23 21.85
H 8.19 -11.79 20.33
H 8.32 -10.05 20.56
H 10.61 -10.03 19.95
H 9.83 -10.71 18.60
H 10.89 -12.14 20.78
H 9.73 -10.46 22.33
C 18.63 -7.24 15.84
C 18.58 -6.20 16.92
O 17.60 -6.50 17.94
O 17.33 -7.43 15.32
H 18.97 -8.22 16.27
H 19.26 -6.90 15.06
H 18.28 -5.26 16.42
H 19.62 -6.11 17.32
H 17.17 -5.70 18.26
H 16.98 -8.17 15.87
*
```

Results of the Löwdin charge analysis, in e, for atoms 1 through 8:
1 Pb 1.75
2 O 0.10
3 C -0.87
4 O -0.01
5 O -0.18
6 H 0.12
7 O 0.11
8 C -0.78

Number 1: energy -2136.4274 Ha, F_max 0.08156 hartree/bohr. Number 2: energy -5631.6645 Ha, F_max 0.06892 hartree/bohr. Number 3: energy -3029.0988 Ha, F_max 0.05584 hartree/bohr.